Entry 1:
# C12H28Ag3FO5

C12H28Ag3FO5 as an isolated structure (ωB97M-V/def2-TZVPD, OMol25).

Calculated values
* HOMO-LUMO gap: 2.82 eV
* E_tot: -37823.037 eV
* total charge: +2

Atoms and positions in Å:
1 Ag -19.52468 9.80068 -9.38313
2 Ag -24.42214 13.82652 -10.69335
3 Ag -22.81418 6.35788 -13.64646
4 F -23.14422 10.12760 -12.00037
5 C -20.19322 7.10753 -17.06655
6 O -21.40052 6.62268 -17.61739
7 C -21.25777 5.81502 -18.79917
8 C -22.52979 4.88176 -18.69808
9 O -22.65234 4.22777 -17.44567
10 C -23.69621 3.30428 -17.24926
11 H -19.32963 6.44838 -17.15505
12 H -20.23167 7.38044 -16.01197
13 H -19.93710 8.05236 -17.54592
14 H -20.37819 5.17399 -18.74004
15 H -21.23697 6.39413 -19.72237
16 H -22.62094 4.25989 -19.58863
17 H -23.38032 5.55091 -18.82824
18 H -24.64371 3.70919 -17.60479
19 H -23.67252 3.06515 -16.18608
20 H -23.64173 2.36167 -17.79389
21 C -23.63888 17.93994 -23.48177
22 O -23.32007 16.71451 -22.77821
23 C -24.00516 16.43124 -21.54250
24 C -22.99167 15.72670 -20.51655
25 O -23.60402 15.85836 -19.26947
26 C -23.09550 15.10209 -18.19501
27 H -24.51670 17.72583 -24.09145
28 H -22.81446 18.03261 -24.18875
29 H -23.74479 18.85428 -22.89795
30 H -24.87173 15.79315 -21.71566
31 H -24.44839 17.36041 -21.18431
32 H -21.97931 16.10413 -20.66068
33 H -23.01284 14.66335 -20.75525
34 H -23.41014 14.07669 -18.00097
35 H -23.49572 15.61156 -17.31844
36 H -22.01264 15.21793 -18.14942
37 C -30.19917 11.76969 -14.01473
38 C -29.94972 12.66450 -15.10459
39 C -28.94032 13.67365 -14.52156
40 O -28.56438 13.02487 -13.33544
41 C -28.88769 11.65429 -13.30061
42 H -30.63034 10.86060 -14.43396
43 H -30.97391 12.13495 -13.34058
44 H -30.90553 13.04073 -15.46924
45 H -29.55965 12.14386 -15.97917
46 H -29.52110 14.55398 -14.24625
47 H -28.00655 13.88966 -15.04069
48 H -29.06575 11.23559 -12.31012
49 H -28.11555 11.05579 -13.78405

Atoms 1-3, force components in eV/Å:
-0.214 0.028 -0.165
-0.106 -0.397 -0.307
-0.118 0.358 -0.230

---

Entry 2:
# C4H6O4

C4H6O4 in the gas phase (ωB97M-V/def2-TZVPD, OMol25).

Calculated values
* HOMO-LUMO gap: 10.61 eV
* relative energy (zero: lowest compared OMol25 entry of this formula, charge and spin): 58.78 kcal per mole
* E_tot: -12433.623 eV

Atoms and positions in Å:
1 C -1.26142 -1.36310 0.73176
2 O 0.08280 -1.53118 0.27845
3 C 1.09517 -0.58798 0.18939
4 O 2.19635 -0.78380 0.66541
5 C 0.72480 0.60399 -0.66712
6 O 1.70938 1.63533 -0.68412
7 C -0.55419 1.26459 -0.09379
8 O -1.59810 1.38165 -0.72302
9 H -1.31449 -0.60970 1.52191
10 H -1.59668 -2.32177 1.13799
11 H -1.89478 -1.16403 -0.13576
12 H 0.51020 0.28084 -1.68883
13 H 2.31681 1.44686 -1.41979
14 H -0.41585 1.74829 0.88751

Atoms 1-3, force components in eV/Å:
-0.130 -0.078 -0.335
1.555 -0.143 0.184
0.861 -1.061 0.882

---

Entry 3:
# C14H24AlBeCaCl2F11IKLiN3O11S3

C14H24AlBeCaCl2F11IKLiN3O11S3 as an isolated structure (ωB97M-V/def2-TZVPD, OMol25).

Calculated values
* HOMO-LUMO gap: 1.72 eV
* relative energy (zero: lowest compared OMol25 entry of this formula, charge and spin): 0.00 kcal per mole
* E_tot: -179384.757 eV
* total charge: +2

Atoms and positions in Å:
1 C -1.67089 -0.97140 0.66379
2 C -2.29653 -2.33682 0.16921
3 C -2.03889 -3.43967 1.28887
4 C -3.79220 -2.15011 -0.13216
5 C -4.68000 -2.52017 1.03989
6 C -6.10145 -1.98311 0.85902
7 C -6.09518 -0.45740 0.65175
8 C -6.88336 0.34175 1.66311
9 O -7.91809 0.90252 1.46589
10 I -5.84697 0.42859 3.63076
11 C -6.87431 -2.59133 2.08413
12 O -7.77079 -3.61391 1.57263
13 S -8.23780 -2.97532 0.17104
14 O -8.84496 -3.87294 -0.73009
15 O -9.01637 -1.84088 0.54994
16 O -6.75551 -2.55766 -0.24421
17 H -0.95606 -0.59021 -0.05769
18 H -2.44274 -0.19954 0.86381
19 H -1.07771 -1.09134 1.61546
20 H -1.74959 -2.68146 -0.69749
21 H -0.93961 -3.68635 1.30652
22 H -2.62218 -4.33307 1.14912
23 H -2.28582 -2.99260 2.27291
24 H -4.06055 -2.75072 -0.98741
25 H -3.87912 -1.11601 -0.42672
26 H -4.76955 -3.60090 1.08096
27 H -4.35223 -2.12328 2.00116
28 H -5.09599 -0.03632 0.67035
29 H -6.49161 -0.24051 -0.33440
30 H -7.49811 -1.94851 2.69070
31 H -6.21111 -3.15164 2.72944
32 Li 0.53368 -2.50642 1.56294
33 Cl 0.92924 1.19932 1.02977
34 C 1.80079 1.96694 -0.31037
35 C 1.02824 1.99163 -1.59419
36 Cl 0.87230 0.32303 -2.18309
37 H 2.69428 1.38096 -0.48289
38 H 2.09226 2.95594 0.04625
39 H 1.61179 2.53109 -2.35269
40 H 0.02966 2.42225 -1.56144
41 F -4.74013 -1.14870 -2.34047
42 Al -5.64656 -0.97323 -3.80322
43 F -6.94123 0.06010 -3.48988
44 F -6.20043 -2.48545 -4.28087
45 F -4.62994 -0.31340 -4.98022
46 Be -2.69892 0.89171 2.14915
47 F 2.31390 -0.64007 0.06348
48 C 5.40826 -1.56721 0.50763
49 O 4.30765 -1.96123 0.87611
50 N 5.61157 -0.28219 0.13792
51 N 6.47913 -2.42409 0.42946
52 H 6.49282 0.07862 -0.18549
53 H 4.82026 0.33570 0.18079
54 H 6.32397 -3.38067 0.69624
55 H 7.39921 -2.14886 0.12137
56 C 4.62897 4.54929 -2.12586
57 F 3.24688 4.53468 -2.24128
58 F 5.07461 4.14323 -3.42860
59 F 4.96858 5.79522 -2.02592
60 S 5.29656 3.57235 -0.69707
61 O 4.85501 2.22621 -0.90705
62 O 4.66189 4.29223 0.35810
63 N 6.78583 3.88609 -0.97757
64 S 7.84631 3.45228 0.17712
65 O 8.01534 2.04094 0.37416
66 O 7.80466 4.24120 1.36360
67 C 9.35870 3.99111 -0.71058
68 F 9.29823 5.29137 -0.98269
69 F 9.47935 3.33495 -1.86598
70 F 10.42210 3.75615 0.02843
71 O 7.86736 0.91053 3.55258
72 H 7.84338 1.20083 2.60981
73 K -1.28593 -1.60795 3.24798
74 Ca 3.19565 4.26381 -4.56575

Atoms 1-3, force components in eV/Å:
0.887 -1.764 -0.756
0.444 -0.274 1.705
0.381 1.838 -0.244

---

Entry 4:
# C12H18BrClN5O8PS

C12H18BrClN5O8PS as an isolated structure (ωB97M-V/def2-TZVPD, OMol25).

Calculated values
* HOMO-LUMO gap: 7.56 eV
* E_tot: -139248.034 eV

Atoms and positions in Å:
1 C 3.35843 -2.67002 1.96910
2 C 3.13330 -1.43566 1.10793
3 Br 3.35101 0.13561 2.25475
4 C 1.79011 -1.41628 0.31822
5 C 0.68763 -2.34943 0.78958
6 C 0.71631 -3.60090 0.25346
7 C -0.25101 -4.55668 0.64003
8 N -0.38296 -5.82252 0.24425
9 S -1.66511 -6.42510 0.98132
10 N -2.15478 -5.13541 1.82717
11 C -1.26842 -4.18646 1.54976
12 C -1.28774 -2.86109 2.07971
13 Cl -2.58343 -2.51998 3.18023
14 C -0.34268 -1.93472 1.73300
15 P -0.20688 -0.17852 2.30843
16 O -0.55893 0.70301 0.96690
17 O -1.41817 0.12217 3.36472
18 H 4.33888 -2.57923 2.42778
19 H 2.64432 -2.72806 2.78570
20 H 3.30858 -3.55021 1.33387
21 H 3.93719 -1.37852 0.38425
22 H 1.43199 -0.39356 0.29245
23 H 2.04183 -1.66677 -0.70894
24 H 1.48630 -3.90324 -0.43875
25 H -1.31684 0.31075 0.49828
26 H -2.26389 0.16995 2.89371
27 C 2.13658 3.36695 -0.25528
28 N 3.15079 2.84303 -1.20813
29 O 4.31866 3.07838 -0.98722
30 O 2.73282 2.20824 -2.15705
31 H 2.64978 3.90493 0.53292
32 H 1.46770 4.02010 -0.80892
33 H 1.59406 2.51423 0.14529
34 C -1.38132 5.74931 -3.30949
35 N -1.21981 4.72966 -2.23733
36 O -0.36343 4.92111 -1.39899
37 O -1.96023 3.77082 -2.27536
38 H -0.65774 6.53817 -3.14408
39 H -1.21010 5.25116 -4.25875
40 H -2.39696 6.12755 -3.24709
41 C -3.58153 0.61984 -1.91182
42 N -3.68154 -0.51724 -0.95276
43 O -2.98925 -0.47465 0.05261
44 O -4.44102 -1.40920 -1.22810
45 H -2.86451 1.33769 -1.52914
46 H -3.25742 0.21125 -2.86390
47 H -4.57055 1.05950 -1.99433

Atoms 1-3, force components in eV/Å:
0.183 0.559 -0.068
-0.501 -0.523 0.128
0.228 0.134 -0.164

---

Entry 5:
# C32H58BN6O3

A 2-piece molecular cluster, C32H58BN6O3 overall (ωB97M-V/def2-TZVPD, OMol25).

Calculated values
* HOMO-LUMO gap: 6.69 eV
* E_tot: -49857.195 eV
* total charge: +1

Atoms and positions in Å:
1 C 4.15263 -2.70398 2.07226
2 C 3.99513 -1.57736 1.20927
3 C 3.75530 -0.29387 0.16398
4 C 2.44909 0.57335 0.74653
5 C 1.27245 0.39786 -0.43002
6 C -0.12786 1.17015 -0.07205
7 C -0.71052 0.42763 1.31001
8 C -1.06123 -1.15805 1.11150
9 C -0.43436 -2.16292 2.24486
10 C 0.06382 -3.56845 1.53119
11 C -1.14068 -4.42648 0.81825
12 O -1.05925 -4.25095 -0.65930
13 C -2.39975 -4.04404 -1.24100
14 C -2.34838 -3.37794 -2.77415
15 C -1.23728 0.92829 -1.30038
16 C -2.62864 1.82635 -1.06241
17 N -3.62366 1.55300 -2.16520
18 C -5.02594 1.33158 -1.64494
19 C -6.18410 1.18986 -2.79622
20 C -6.30410 -0.38487 -3.24340
21 C -5.19439 -0.62510 -4.44716
22 N -2.16792 3.25815 -0.93954
23 C -3.26687 4.27065 -1.06029
24 C -1.37151 3.32794 0.32975
25 N -1.72847 3.87547 1.53162
26 C -0.85018 3.87042 2.79883
27 C -1.27720 2.85883 4.04101
28 C -0.43244 2.80177 5.48181
29 C 0.88642 3.75445 5.72488
30 C 1.30777 4.76968 4.47163
31 C 0.45893 4.82894 3.03228
32 N 0.00546 2.62855 0.29661
33 B 0.80246 3.44721 -0.68871
34 O 1.39601 4.72759 -0.16251
35 N 1.04021 3.16558 -2.15757
36 C 0.26468 4.08705 -3.07313
37 C 2.55127 3.37416 -2.34656
38 H 4.40708 -3.67358 2.70017
39 H 3.46599 -0.80926 -0.87087
40 H 4.72834 0.35455 0.10134
41 H 2.16385 0.05616 1.75758
42 H 2.75362 1.70566 0.84384
43 H 1.14919 -0.78612 -0.53149
44 H 1.75116 0.71873 -1.47590
45 H -1.68729 0.94220 1.72242
46 H 0.07549 0.48880 2.20650
47 H -2.24760 -1.26181 1.19536
48 H -0.78583 -1.60081 0.05505
49 H 0.47703 -1.63549 2.75764
50 H -1.30226 -2.36269 3.03386
51 H 0.83437 -3.29587 0.67671
52 H 0.56479 -4.22878 2.36938
53 H -2.19347 -4.12632 1.23206
54 H -0.92368 -5.58188 1.01591
55 H -2.94591 -5.08711 -1.27221
56 H -3.07056 -3.31989 -0.59800
57 H -3.46310 -3.45956 -3.19078
58 H -2.03009 -2.25096 -2.75453
59 H -1.63541 -4.01346 -3.45593
60 H -0.82201 1.31201 -2.35185
61 H -1.50450 -0.19910 -1.46226
62 H -3.06801 1.52360 0.00445
63 H -3.57711 2.24173 -2.94664
64 H -5.00249 0.28564 -1.06968
65 H -5.26994 2.13187 -0.80286
66 H -7.21113 1.51742 -2.28297
67 H -5.91778 1.93344 -3.65946
68 H -6.04200 -1.13979 -2.35814
69 H -7.40570 -0.65696 -3.56945
70 H -4.93161 0.43721 -4.90324
71 H -5.61028 -1.32563 -5.30036
72 H -4.22613 -1.03369 -3.92450
73 H -4.05612 4.14286 -0.18016
74 H -3.85595 4.26383 -2.07430
75 H -2.82162 5.36329 -0.91976
76 H -2.65907 4.33192 1.63691
77 H -2.24253 2.20234 3.85481
78 H -0.84708 2.07194 6.30196
79 H 1.48637 3.74730 6.75595
80 H 2.25291 5.45944 4.68752
81 H 0.81726 5.60069 2.22802
82 H 0.72894 5.44420 -0.41916
83 H 0.97828 4.86869 -3.62120
84 H -0.20793 3.43084 -3.94347
85 H -0.58347 4.70446 -2.55447
86 H 3.15179 3.05791 -1.36509
87 H 2.82751 4.51906 -2.51714
88 H 2.97528 2.78892 -3.28090
89 C 7.64853 -6.89489 2.38354
90 C 6.56971 -5.90978 2.02974
91 O 5.52717 -5.82321 2.67538
92 N 6.77053 -5.09394 0.95561
93 C 7.91312 -5.03733 0.07524
94 H 7.34169 -7.47176 3.26079
95 H 7.80994 -7.58830 1.55387
96 H 8.57462 -6.36644 2.62479
97 H 5.99884 -4.45999 0.78326
98 H 8.32543 -4.02630 0.12023
99 H 7.56715 -5.23805 -0.94178
100 H 8.68484 -5.75844 0.34690

Atoms 1-3, force components in eV/Å:
-0.832 7.931 -6.385
1.259 -7.387 5.363
-0.536 -1.601 1.284

---

Entry 6:
# C16H25NO3

C16H25NO3 in the gas phase (ωB97M-V/def2-TZVPD, OMol25).

Calculated values
* HOMO-LUMO gap: 8.95 eV
* relative energy (zero: lowest compared OMol25 entry of this formula, charge and spin): 41.36 kcal per mole
* E_tot: -24630.021 eV

Atoms and positions in Å:
1 C -1.09448 -2.57005 -1.26250
2 C -1.91194 -1.81095 -0.21405
3 C -3.10191 -2.67876 0.22614
4 C -0.99530 -1.51492 1.00237
5 O -0.40977 -2.66727 1.55729
6 N -2.42550 -0.61806 -0.87232
7 C -3.15236 0.38568 -0.13011
8 C -2.32007 1.55583 0.44083
9 O -3.14559 2.47623 1.12695
10 C -1.62907 2.36593 -0.66858
11 O -0.59512 1.66617 -1.31636
12 C 0.56807 1.38819 -0.64386
13 C 0.94174 1.93679 0.57602
14 C 2.13765 1.56062 1.17620
15 C 2.94812 0.63375 0.55949
16 C 2.58189 0.09620 -0.67363
17 C 1.40706 0.46891 -1.28277
18 C 3.61955 -0.87545 -1.15072
19 C 4.41986 -1.18211 0.12497
20 C 4.26124 0.06481 1.00952
21 H -1.72686 -2.83372 -2.10534
22 H -0.67312 -3.47297 -0.82907
23 H -0.27477 -1.94921 -1.61554
24 H -2.78295 -3.70064 0.41750
25 H -3.57337 -2.28857 1.12629
26 H -3.84028 -2.69404 -0.57042
27 H -1.56773 -0.97971 1.77529
28 H -0.15825 -0.88642 0.68740
29 H -1.11552 -3.25588 1.84718
30 H -1.70768 -0.17687 -1.43412
31 H -3.69473 -0.09438 0.68962
32 H -3.89860 0.82303 -0.80732
33 H -1.54964 1.16288 1.12218
34 H -3.69368 1.99565 1.75702
35 H -1.27787 3.31280 -0.24284
36 H -2.35542 2.59292 -1.45315
37 H 0.31278 2.65738 1.07426
38 H 2.41413 1.99120 2.12747
39 H 1.10857 0.06921 -2.24010
40 H 3.18435 -1.76968 -1.59614
41 H 4.25163 -0.39647 -1.90396
42 H 5.46314 -1.41363 -0.08426
43 H 3.97312 -2.03955 0.63028
44 H 4.27408 -0.17384 2.07283
45 H 5.06162 0.78522 0.81617

Atoms 1-3, force components in eV/Å:
-0.198 0.056 0.243
0.132 -0.354 0.141
0.291 0.173 -0.052

---

> Which value of E_tot does entry 6 give?

-24630.021 eV

---

> Number 5 is which compound?

C32H58BN6O3

---

> What is the HOMO-LUMO gap in the third record?

1.72 eV